# 1
The following is a quantum chemistry calculation of a molecular structure, C19H22FN2O2PdSe2, from the OMol25 dataset.

Element x y z (Å)
Pd: -1.0192 -0.6491 0.1903
O: -5.0920 -0.5890 2.7181
C: -3.8776 0.0188 2.2361
C: -4.1293 0.9990 1.0863
C: -5.4017 1.8127 1.4110
O: -5.4498 2.3169 2.7400
C: -4.4478 0.2695 -0.2231
Se: -2.9902 -0.5206 -1.2806
C: -2.9765 1.9987 0.9126
Se: -1.1492 1.4190 1.3308
H: -5.4234 -1.1637 2.0216
H: -3.1623 -0.7431 1.9333
H: -3.4483 0.5416 3.0889
H: -6.2903 1.2066 1.2109
H: -5.4378 2.6796 0.7475
H: -5.5505 1.5431 3.3074
H: -4.9407 0.9808 -0.8923
H: -5.1875 -0.5133 -0.0261
H: -3.1493 2.8499 1.5750
H: -2.9825 2.3495 -0.1193
F: 5.8610 -0.3954 0.3959
C: 4.5387 -0.5886 0.6644
C: 3.9409 -1.7628 0.2624
C: 2.5924 -1.9452 0.5334
C: 1.8366 -0.9847 1.2133
C: 0.4187 -1.2096 1.5622
C: 2.4887 0.1949 1.5844
C: 3.8355 0.4042 1.3143
H: 4.5169 -2.5058 -0.2732
H: 2.1118 -2.8638 0.2154
H: 0.1716 -0.7914 2.5355
H: 0.1671 -2.2785 1.5660
H: 1.9269 0.9637 2.1033
H: 4.3385 1.3159 1.6118
N: 1.9687 1.2921 -1.8218
C: 0.7200 0.7393 -1.9150
N: 0.7261 -0.4524 -2.4390
C: 2.0615 -0.7181 -2.7063
C: 2.6526 -1.8508 -3.2617
C: 4.0249 -1.8489 -3.4369
C: 4.8062 -0.7404 -3.0721
C: 4.2362 0.3891 -2.5143
C: 2.8579 0.3738 -2.3355
H: 2.1848 2.1534 -1.3539
H: -0.1557 1.2654 -1.5693
H: 2.0433 -2.6998 -3.5453
H: 4.5109 -2.7161 -3.8674
H: 5.8796 -0.7768 -3.2129
H: 4.8437 1.2308 -2.2061

Properties
- energy relative to the best compared isomer or geometry (same formula, charge and spin) (eV) = 0.000
- net charge = -1

# 2
The following is a quantum chemistry calculation of 2 unconnected molecules or ions with the total composition C2H7N3O2 in a non-equilibrium geometry, from the OMol25 dataset.

Element x y z (Å)
C: -1.7062 -1.0580 0.1262
C: 2.2577 0.3577 -0.1995
N: 2.6016 -0.5978 -0.8766
N: 2.1102 0.9898 0.8443
N: -1.5361 0.3879 0.0987
O: -0.9607 0.8310 1.2789
O: -0.5697 0.7337 -1.0063
H: -2.3328 -1.2492 1.0634
H: -0.6784 -1.5489 0.3602
H: -2.0993 -1.3528 -0.8173
H: 2.6824 -0.7547 -1.8265
H: -0.2056 0.2608 1.4236
H: -0.8558 1.5089 -1.4534
H: 1.2927 1.4917 0.9843

Properties
- SMILES = CN(O)O.N=C=N
- energy relative to the best compared isomer or geometry (same formula, charge and spin) (eV) = 5.585

Question: Number 1 is which compound?
Answer: C19H22FN2O2PdSe2

Copy entry 1 word for word.
The following is a quantum chemistry calculation of a molecular structure, C19H22FN2O2PdSe2, from the OMol25 dataset.

Element x y z (Å)
Pd: -1.0192 -0.6491 0.1903
O: -5.0920 -0.5890 2.7181
C: -3.8776 0.0188 2.2361
C: -4.1293 0.9990 1.0863
C: -5.4017 1.8127 1.4110
O: -5.4498 2.3169 2.7400
C: -4.4478 0.2695 -0.2231
Se: -2.9902 -0.5206 -1.2806
C: -2.9765 1.9987 0.9126
Se: -1.1492 1.4190 1.3308
H: -5.4234 -1.1637 2.0216
H: -3.1623 -0.7431 1.9333
H: -3.4483 0.5416 3.0889
H: -6.2903 1.2066 1.2109
H: -5.4378 2.6796 0.7475
H: -5.5505 1.5431 3.3074
H: -4.9407 0.9808 -0.8923
H: -5.1875 -0.5133 -0.0261
H: -3.1493 2.8499 1.5750
H: -2.9825 2.3495 -0.1193
F: 5.8610 -0.3954 0.3959
C: 4.5387 -0.5886 0.6644
C: 3.9409 -1.7628 0.2624
C: 2.5924 -1.9452 0.5334
C: 1.8366 -0.9847 1.2133
C: 0.4187 -1.2096 1.5622
C: 2.4887 0.1949 1.5844
C: 3.8355 0.4042 1.3143
H: 4.5169 -2.5058 -0.2732
H: 2.1118 -2.8638 0.2154
H: 0.1716 -0.7914 2.5355
H: 0.1671 -2.2785 1.5660
H: 1.9269 0.9637 2.1033
H: 4.3385 1.3159 1.6118
N: 1.9687 1.2921 -1.8218
C: 0.7200 0.7393 -1.9150
N: 0.7261 -0.4524 -2.4390
C: 2.0615 -0.7181 -2.7063
C: 2.6526 -1.8508 -3.2617
C: 4.0249 -1.8489 -3.4369
C: 4.8062 -0.7404 -3.0721
C: 4.2362 0.3891 -2.5143
C: 2.8579 0.3738 -2.3355
H: 2.1848 2.1534 -1.3539
H: -0.1557 1.2654 -1.5693
H: 2.0433 -2.6998 -3.5453
H: 4.5109 -2.7161 -3.8674
H: 5.8796 -0.7768 -3.2129
H: 4.8437 1.2308 -2.2061

Properties
- energy relative to the best compared isomer or geometry (same formula, charge and spin) (eV) = 0.000
- net charge = -1

Question: Which of these has the highest energy relative to the best compared isomer or geometry (same formula, charge and spin)?
Answer: C2H7N3O2

Question: What is the energy relative to the best compared isomer or geometry (same formula, charge and spin) in the second record?
Answer: 5.585 eV